ORCA calculation (wB97M-V/def2-TZVPD) on the molecule C2H2N2O2S.

```
9
Properties=species:S:1:pos:R:3:forces:R:3:mulliken_charge:R:1
O -0.3041 1.9573 0.0023 0.2 1.1 0.1 -0.422
N 0.0522 0.6742 -0.0629 -0.6 -2.1 0.1 0.733
N 1.3417 0.3146 0.0152 0.5 -1.6 0.1 -0.695
C 1.2857 -0.9989 0.0084 -0.6 2.3 0.1 0.035
O 0.0219 -1.4831 -0.0808 0.3 0.6 0.6 -0.281
C -0.7994 -0.3821 -0.0142 0.9 0.2 -0.7 0.295
S -2.4052 -0.3986 0.0140 -1.2 0.2 0.0 -0.469
H -1.2739 1.9832 -0.1062 0.0 -0.4 0.0 0.373
H 2.0812 -1.6665 0.2244 0.5 -0.3 -0.3 0.432
```
Positions in Å, forces in eV/Å.

## Properties
HOMO-LUMO gap (eV): 9.45
SMILES: On1ncoc1=S
Max |F| (eV/A): 2.4
Relative energy (zero: lowest compared OMol25 entry of this formula, charge and spin) (kcal/mol): 53.1
E_LUMO (eV): 0.749